Record 1
Computed, not measured: C4H6N4 in the gas phase, with ωB97M-V with the def2-TZVPD basis set.

The geometry in XYZ format:
```
14
Properties=species:S:1:pos:R:3:lowdin_charge:R:1
C 0.10106 0.92580 1.95053 -0.27
C -0.06454 0.06286 -0.44660 -0.38
C -1.35466 -0.98750 -1.64863 -0.24
C 0.74289 -0.57092 -1.61688 -0.16
H 0.05535 1.23113 3.90319 0.08
H -1.00215 0.68120 2.15350 0.13
H 1.50326 1.02019 0.17551 0.13
H -2.24790 -1.58543 -1.78042 0.10
H 1.13817 -1.61980 -0.98096 0.20
H 1.47235 0.05530 -2.33400 0.15
N 0.68573 1.29655 3.02018 0.03
N 0.60166 0.79669 0.57785 0.08
N -1.30598 -0.15579 -0.52546 0.13
N -0.32522 -1.15028 -2.44782 0.01
```

For the HOMO-LUMO gap, the calculation gives 0.3643 Ha. Its SMILES is [H]/N=C/NC1=NC=NC1. The value obtained for the LUMO energy is 0.43 eV. The strongest force on any atom comes out at 3.77 eV/A. For the molar mass, the calculation gives 110.1 g/mol. Its energy above the lowest of the compared OMol25 structures with the same formula, charge and spin is 274.63 kJ/mol. The value obtained for the total energy is -374.95677 Eh.

=====

Record 2
Computed, not measured: C23H31ClN2O3 in the gas phase, with ωB97M-V with the def2-TZVPD basis set.

The geometry in XYZ format:
```
60
Properties=species:S:1:pos:R:3:lowdin_charge:R:1
C 0.66456 3.91612 1.35187 -0.07
H -0.10375 3.21430 1.68876 0.08
O 1.44282 3.35551 0.31738 -0.11
C 1.97954 2.11455 0.52473 -0.20
C 1.98901 1.48587 1.76341 -0.01
C 2.42114 0.18143 1.89740 -0.06
C 2.85145 -0.56067 0.80474 -0.23
C 2.96302 0.11887 -0.40239 -0.50
C 2.54460 1.44220 -0.57430 -0.24
O 2.69619 1.93394 -1.83648 -0.12
C 2.70166 3.32435 -2.06764 -0.07
H 3.35364 3.84541 -1.36320 0.10
H 3.09078 3.44255 -3.07918 0.10
H 1.69781 3.74939 -2.01018 0.09
Cl 3.65900 -0.63672 -1.79578 0.78
C 3.07267 -2.04922 0.95182 -0.15
N 1.88816 -2.86657 0.73767 -0.14
C 1.60770 -3.25638 -0.64110 -0.16
C 0.11422 -3.13013 -0.97515 -0.16
N -0.42617 -1.83357 -0.63080 -0.11
C -0.16736 -0.79959 -1.61229 -0.17
H 0.04838 0.14627 -1.10807 0.11
C -1.38545 -0.59230 -2.53454 -0.12
C -2.53813 -0.01914 -1.76957 -0.24
C -3.60969 -0.81369 -1.38188 -0.05
C -4.64875 -0.28641 -0.63287 -0.08
C -4.62738 1.04456 -0.25327 -0.09
C -3.56246 1.84690 -0.63151 -0.10
C -2.52754 1.31778 -1.38465 -0.06
H -1.70230 1.94976 -1.68186 0.12
H -3.54168 2.88825 -0.34313 0.11
H -5.43644 1.45707 0.33111 0.10
H -5.47619 -0.91735 -0.34218 0.10
H -3.62772 -1.85475 -1.66951 0.12
H -1.09292 0.08951 -3.33584 0.12
H -1.66554 -1.54998 -2.97453 0.11
H 0.70041 -1.04526 -2.23719 0.11
C -0.20132 -1.46959 0.76504 -0.28
C 0.70099 -2.49763 1.47503 -0.13
H 0.99935 -2.10261 2.44618 0.12
H 0.12792 -3.41463 1.65571 0.12
C -1.54595 -1.30532 1.50425 -0.10
H -1.76939 -2.18736 2.10637 0.12
H -2.33592 -1.19893 0.75818 0.09
C -1.54798 -0.07397 2.40913 -0.25
O -1.28860 1.12127 1.70907 -0.08
H -1.87390 1.15084 0.93836 0.05
H -0.75843 -0.14875 3.16128 0.12
H -2.51621 -0.00160 2.92749 0.12
H 0.29810 -0.49552 0.79636 0.11
H -0.45696 -3.89263 -0.43819 0.12
H -0.03297 -3.29856 -2.04373 0.12
H 2.17712 -2.63910 -1.33890 0.05
H 1.92596 -4.29958 -0.78017 0.12
H 3.83992 -2.39573 0.25822 0.10
H 3.41703 -2.24820 1.97311 0.12
H 2.39310 -0.28130 2.87194 0.12
H 1.61885 2.00398 2.63144 0.11
H 1.28560 4.22476 2.19884 0.10
H 0.19639 4.79730 0.91518 0.10
```

For the HOMO-LUMO gap, the calculation gives 0.3084 Ha. Its SMILES is COc1ccc(CN2CCN(CCc3ccccc3)[C@@H](CCO)C2)c(Cl)c1OC. The value obtained for the LUMO energy is 0.75 eV. The strongest force on any atom comes out at 0.66 eV/A. For the molar mass, the calculation gives 419.0 g/mol. Its energy above the lowest of the compared OMol25 structures with the same formula, charge and spin is 32.67 kJ/mol. The value obtained for the total energy is -1690.39401 Eh.

=====

Record 3
Computed, not measured: a molecular structure, C4HO4, with ωB97M-V with the def2-TZVPD basis set.

The geometry in XYZ format:
```
9
Properties=species:S:1:pos:R:3:lowdin_charge:R:1
C 0.03091 0.55175 -1.08654 -0.27
C -0.59204 0.41690 0.12814 -0.11
C 2.06054 -0.68765 -0.05423 -0.15
C -1.03579 0.14542 1.43156 -0.50
O -0.87242 -0.25997 2.51817 0.13
O 1.69085 -1.81233 -0.11219 -0.07
O -1.97173 0.58039 0.56742 0.07
O 1.22443 0.19326 -1.37036 -0.21
H -0.53475 0.87223 -2.02197 0.12
```

For the HOMO-LUMO gap, the calculation gives 0.2837 Ha. The value obtained for the LUMO energy is 3.99 eV. The charge is -1. The strongest force on any atom comes out at 3.33 eV/A. For the molar mass, the calculation gives 113.0 g/mol. Its energy above the lowest of the compared OMol25 structures with the same formula, charge and spin is 283.61 kJ/mol. The value obtained for the total energy is -453.92007 Eh.

=====

Record 4
Computed, not measured: C16H19Cl2NO4 in the gas phase, with ωB97M-V with the def2-TZVPD basis set.

The geometry in XYZ format:
```
42
Properties=species:S:1:pos:R:3:lowdin_charge:R:1
C -2.05717 -2.12498 2.30933 -0.05
C -0.65517 -1.53867 2.24868 -0.19
H -0.70320 -0.44563 2.23362 0.11
H -0.04740 -1.87323 3.09147 0.13
O 0.06374 -1.97777 1.09100 0.00
C -0.24890 -1.40283 -0.06554 -0.44
O -1.12204 -0.58393 -0.19913 0.12
C 0.60166 -1.92252 -1.22179 -0.19
C 1.99091 -2.36409 -0.76186 -0.12
H 1.91626 -3.19341 -0.06025 0.12
C 2.71156 -1.19169 -0.08873 -0.12
N 2.25628 0.07744 -0.63227 -0.04
C 2.05640 1.10727 0.20619 -0.43
O 2.25364 1.02628 1.40687 0.06
C 1.62161 2.44358 -0.41451 -0.08
H 2.36567 2.76584 -1.14956 0.14
O 0.39877 2.38988 -1.11418 -0.08
C -0.74910 2.22317 -0.40405 -0.30
C -0.83966 2.14819 0.98015 -0.01
C -2.06633 1.97124 1.59728 -0.11
C -3.21270 1.86297 0.83302 -0.68
C -3.15387 1.94068 -0.54954 -0.12
C -1.92716 2.12176 -1.15318 -0.59
Cl -1.82170 2.20253 -2.86853 0.74
H -4.04515 1.84796 -1.14860 0.11
Cl -4.73765 1.61704 1.60134 0.67
H -2.12398 1.90590 2.67252 0.11
H 0.04662 2.19533 1.59243 0.11
H 1.58736 3.18562 0.39175 0.14
C 1.96244 0.03206 -2.04500 -0.12
H 2.83591 -0.40097 -2.54585 0.13
C 0.72007 -0.83817 -2.30120 -0.10
H -0.17985 -0.22271 -2.27028 0.09
H 0.79301 -1.28720 -3.29147 0.12
H 1.79898 1.03117 -2.44153 0.12
H 3.79569 -1.27525 -0.23234 0.13
H 2.51100 -1.17179 0.98418 0.12
H 2.54850 -2.70739 -1.63530 0.12
H 0.05516 -2.78187 -1.62532 0.16
H -2.65069 -1.75501 1.47719 0.07
H -2.53314 -1.82595 3.23858 0.08
H -2.01639 -3.21086 2.26439 0.08
```

For the HOMO-LUMO gap, the calculation gives 0.3336 Ha. Its SMILES is CCOC(=O)C1CCN(C(=O)COc2ccc(Cl)cc2Cl)CC1. The value obtained for the LUMO energy is 0.69 eV. The strongest force on any atom comes out at 0.58 eV/A. For the molar mass, the calculation gives 360.2 g/mol. Its energy above the lowest of the compared OMol25 structures with the same formula, charge and spin is 0.00 kJ/mol. The value obtained for the total energy is -1897.22917 Eh.

=====

Record 5
Computed, not measured: 13 unconnected molecules or ions with the total composition C52H91N13, with ωB97M-V with the def2-TZVPD basis set.

The geometry in XYZ format:
```
156
Properties=species:S:1:pos:R:3:lowdin_charge:R:1
C -36.42891 1.75929 -25.36312 -0.09
C -37.91021 2.20440 -25.25201 -0.23
C -38.51709 2.23866 -26.66390 -0.18
C -39.94332 2.68668 -26.51156 -0.22
N -41.04297 3.06911 -26.43846 0.13
H -36.40690 0.82405 -25.92254 0.05
H -35.97163 1.47238 -24.41619 0.06
H -35.76202 2.49042 -25.82006 0.05
H -37.89632 3.19479 -24.79701 0.09
H -38.48559 1.54240 -24.60486 0.12
H -38.64644 1.23960 -27.08014 0.11
H -38.00197 2.91213 -27.34887 0.11
C -30.61710 -2.45538 -22.06228 -0.10
C -32.07246 -2.94687 -22.36837 -0.22
C -32.43949 -4.39113 -21.98825 -0.18
C -31.58301 -5.45382 -22.54292 -0.23
N -30.91076 -6.27715 -22.98361 0.14
H -30.20004 -2.56045 -21.06072 0.06
H -30.61559 -1.38427 -22.26428 0.05
H -29.85073 -2.94289 -22.66486 0.06
H -32.20925 -2.85139 -23.44553 0.06
H -32.76800 -2.25634 -21.89141 0.11
H -33.45204 -4.66098 -22.28830 0.11
H -32.45899 -4.47634 -20.90176 0.12
C -30.35807 -2.05631 -25.81194 -0.12
C -30.41567 -3.58143 -25.97911 -0.22
C -31.78857 -4.11400 -26.53104 -0.15
C -32.96555 -3.53570 -25.89222 -0.26
N -33.90157 -3.11418 -25.43227 0.18
H -29.40676 -1.74793 -25.37833 0.07
H -31.04152 -1.65491 -25.06370 0.04
H -30.66501 -1.60064 -26.75335 0.05
H -30.27016 -4.11404 -25.03929 0.08
H -29.57407 -3.91925 -26.58382 0.11
H -31.86915 -5.19044 -26.37970 0.12
H -31.91512 -3.91358 -27.59495 0.11
C -36.64500 5.90202 -23.88143 -0.11
C -37.47399 5.40513 -22.70601 -0.23
C -36.59279 4.96682 -21.51726 -0.19
C -35.83659 3.76456 -21.84912 -0.22
N -35.21511 2.81251 -22.03440 0.17
H -37.28487 6.28206 -24.67783 0.08
H -35.92509 5.21409 -24.32481 0.05
H -36.03976 6.76342 -23.59898 0.04
H -38.04681 4.53353 -23.02272 0.09
H -38.13885 6.12953 -22.23557 0.11
H -37.16569 4.71749 -20.62411 0.12
H -35.90644 5.75569 -21.20951 0.11
C -31.83922 4.04995 -25.39159 -0.12
C -32.87219 3.41945 -24.53801 -0.27
C -32.75050 1.88218 -24.54622 -0.17
C -31.44234 1.32663 -24.23779 -0.20
N -30.37902 0.91076 -23.99036 0.19
H -30.83620 3.71730 -25.12438 0.07
H -31.85261 5.13981 -25.40251 0.05
H -32.00331 3.74337 -26.42463 0.06
H -33.87876 3.67126 -24.87191 0.07
H -32.79388 3.77455 -23.51045 0.08
H -32.91996 1.59055 -25.58272 0.08
H -33.47725 1.41718 -23.88012 0.10
C -36.60831 -3.00625 -29.49244 -0.09
C -35.25332 -2.61619 -28.76710 -0.22
C -35.36155 -1.30636 -27.95055 -0.19
C -34.07212 -0.74688 -27.51537 -0.22
N -33.04192 -0.31411 -27.25192 0.19
H -37.10669 -2.12431 -29.89481 0.06
H -37.36352 -3.49942 -28.88044 0.07
H -36.40944 -3.61972 -30.37120 0.07
H -34.48820 -2.45706 -29.52694 0.10
H -34.89967 -3.48041 -28.20482 0.09
H -35.98329 -1.36277 -27.05704 0.11
H -35.95931 -0.58496 -28.50766 0.10
C -29.61389 2.01461 -28.56898 -0.09
C -29.45834 1.44528 -27.13203 -0.23
C -28.10144 1.88657 -26.50675 -0.16
C -27.93121 3.36152 -26.47407 -0.23
N -27.78851 4.48770 -26.50124 0.16
H -29.52466 3.10092 -28.56140 0.06
H -30.51354 1.67103 -29.07955 0.05
H -28.79229 1.69319 -29.20911 0.07
H -29.45310 0.35717 -27.19597 0.09
H -30.28032 1.80433 -26.51273 0.06
H -27.23992 1.51935 -27.06446 0.12
H -28.04668 1.50035 -25.48894 0.09
C -27.51441 -0.31838 -22.41100 -0.12
C -26.83308 -0.54090 -21.07417 -0.25
C -27.80360 -0.60763 -19.86969 -0.18
C -27.19567 -1.12186 -18.61491 -0.22
N -26.70372 -1.50672 -17.63754 0.13
H -28.22684 -1.08559 -22.71421 0.05
H -26.77069 -0.32248 -23.20785 0.08
H -28.06908 0.61928 -22.37602 0.04
H -26.03402 0.15775 -20.82619 0.11
H -26.41277 -1.53646 -21.21658 0.11
H -28.60489 -1.30000 -20.12788 0.09
H -28.30639 0.33982 -19.67565 0.10
C -31.62756 6.57699 -28.24139 -0.11
C -30.92172 7.49741 -29.20696 -0.24
C -29.55064 7.89871 -28.58725 -0.16
C -29.75148 8.86092 -27.45632 -0.22
N -29.91318 9.56898 -26.53252 0.15
H -30.99283 5.77450 -27.86558 0.07
H -32.54314 6.21646 -28.71025 0.06
H -31.93598 7.16026 -27.37376 0.06
H -31.45089 8.42232 -29.43637 0.11
H -30.85692 7.04862 -30.19817 0.10
H -28.91821 8.48084 -29.25751 0.11
H -28.96609 7.11695 -28.10222 0.11
C -34.93082 9.41265 -24.07005 -0.11
C -34.10601 8.49565 -24.97237 -0.27
C -32.83534 7.96984 -24.30922 -0.16
C -33.11967 7.03316 -23.16950 -0.21
N -33.33996 6.33702 -22.31474 0.18
H -34.38889 10.28705 -23.70972 0.08
H -35.36754 8.90098 -23.21241 0.06
H -35.72778 9.76823 -24.72314 0.08
H -33.81480 9.11281 -25.82231 0.11
H -34.81441 7.74510 -25.32303 0.07
H -32.34525 8.84109 -23.87466 0.11
H -32.14939 7.52667 -25.03113 0.08
C -28.84206 7.13172 -24.45837 -0.13
C -29.25970 8.04134 -23.32392 -0.25
C -28.10415 8.49752 -22.36330 -0.16
C -27.36632 7.38420 -21.73830 -0.22
N -26.78044 6.55954 -21.20542 0.16
H -28.02638 7.55200 -25.04668 0.07
H -29.63343 6.98954 -25.19432 0.04
H -28.54067 6.14082 -24.11869 0.05
H -30.00531 7.51376 -22.72909 0.09
H -29.70117 8.94819 -23.73725 0.09
H -28.46920 9.15595 -21.57508 0.12
H -27.38952 9.06528 -22.95917 0.12
C -29.90243 4.63518 -21.64263 -0.10
C -29.53516 3.50326 -20.69387 -0.26
C -28.44548 3.84648 -19.67132 -0.20
C -28.93531 4.93886 -18.76875 -0.21
N -29.39287 5.79671 -18.08330 0.12
H -29.11342 4.95383 -22.32382 0.05
H -30.22474 5.53785 -21.12360 0.07
H -30.72595 4.32113 -22.28396 0.05
H -29.06142 2.66196 -21.19973 0.09
H -30.39916 3.11065 -20.15771 0.11
H -27.55021 4.13262 -20.22333 0.09
H -28.20659 2.94659 -19.10455 0.10
C -33.39962 2.34367 -29.25868 -0.11
C -34.90207 2.65701 -29.15753 -0.23
C -35.19746 4.14583 -28.98358 -0.19
C -34.89782 4.80919 -27.69541 -0.18
N -34.66215 5.37298 -26.70348 0.20
H -32.83259 2.63641 -28.37501 0.05
H -32.90831 2.84311 -30.09371 0.08
H -33.28714 1.26944 -29.40521 0.05
H -35.31616 2.13369 -28.29569 0.08
H -35.39337 2.36265 -30.08493 0.11
H -36.24602 4.35288 -29.19748 0.11
H -34.70824 4.82019 -29.68644 0.12
```

For the HOMO-LUMO gap, the calculation gives 0.3924 Ha. The value obtained for the LUMO energy is -0.09 eV. The strongest force on any atom comes out at 4.60 eV/A. For the molar mass, the calculation gives 898.4 g/mol. Its energy above the lowest of the compared OMol25 structures with the same formula, charge and spin is 199.69 kJ/mol. The value obtained for the total energy is -2747.69140 Eh.

=====

Record 6
Computed, not measured: 3 unconnected molecules or ions with the total composition C2H10N2O2, with ωB97M-V with the def2-TZVPD basis set.

The geometry in XYZ format:
```
16
Properties=species:S:1:pos:R:3:lowdin_charge:R:1
C -1.44902 1.93376 1.99425 -0.19
N -0.90467 2.21054 0.74404 -0.09
C -0.07962 1.20383 0.38593 -0.47
N 0.10189 -0.06425 0.75935 0.00
H -2.56908 1.85832 1.93671 0.09
H -1.12211 0.99805 2.20139 0.01
H -1.14749 2.65686 2.75404 0.07
H -1.37097 2.96538 0.18228 0.13
H 0.19899 1.30612 -0.64447 0.06
H 0.53255 -0.52327 -0.05951 -0.06
H 1.92105 -5.83357 0.56407 0.06
H 0.49001 -5.42416 0.06426 -0.01
O 1.09600 -6.13441 0.06941 -0.14
H 0.78610 1.06638 -4.07707 -0.06
H 1.94381 0.46475 -3.30400 -0.07
O 1.57255 1.31568 -3.57068 -0.33
```

For the HOMO-LUMO gap (alpha / beta), the calculation gives 0.0927 / 0.3324 Ha. The value obtained for the LUMO energy (alpha / beta) is 3.49 / 3.54 eV. Its spin multiplicity is 2. The charge is -1. The strongest force on any atom comes out at 5.39 eV/A. For the molar mass, the calculation gives 94.1 g/mol. Its energy above the lowest of the compared OMol25 structures with the same formula, charge and spin is 156.59 kJ/mol. The value obtained for the total energy is -342.08275 Eh.